1.
Below is 8 unconnected molecules or ions with the total composition C17H52N2O8, with properties calculated with wB97M-V/def2-TZVPD.

Cartesian coordinates (Å):
C -4.800 3.877 2.053
O -4.299 2.602 1.743
C -2.990 2.644 1.241
C -2.634 1.289 0.618
C -2.735 0.163 1.636
N -1.241 1.325 0.083
H -5.255 4.336 1.168
H -4.006 4.536 2.428
H -5.539 3.776 2.844
H -2.867 3.431 0.483
H -2.281 2.840 2.060
H -3.298 1.114 -0.231
H -1.968 0.272 2.398
H -2.726 -0.794 1.114
H -3.716 0.211 2.122
H -0.620 1.746 0.782
H -1.162 1.957 -0.711
C -2.409 0.659 -2.905
O -1.016 0.615 -3.145
C -0.380 -0.443 -2.460
C 1.138 -0.285 -2.556
C 1.656 -0.670 -3.923
N 1.866 -1.022 -1.529
H -2.768 1.623 -3.263
H -2.624 0.592 -1.829
H -2.932 -0.157 -3.420
H -0.703 -0.464 -1.406
H -0.681 -1.417 -2.897
H 1.348 0.787 -2.450
H 2.727 -0.462 -3.969
H 1.154 -0.091 -4.702
H 1.477 -1.723 -4.166
H 1.712 -2.025 -1.707
H 1.413 -0.870 -0.626
C -0.755 1.913 4.837
C 0.081 2.787 3.950
C 1.482 3.017 4.533
O 0.181 2.287 2.605
H -0.858 2.403 5.805
H -0.264 0.943 4.951
H -1.743 1.736 4.409
H -0.325 3.803 3.887
H 2.030 2.079 4.644
H 1.414 3.492 5.513
H 2.018 3.681 3.855
H 0.605 1.411 2.705
C 3.795 0.693 0.498
C 2.719 1.259 -0.431
C 2.555 2.745 -0.223
O 3.126 1.112 -1.803
H 3.701 -0.391 0.564
H 3.734 1.156 1.488
H 4.793 0.976 0.152
H 1.780 0.726 -0.247
H 3.472 3.262 -0.526
H 2.357 3.016 0.816
H 1.759 3.178 -0.837
H 3.442 0.210 -1.932
C 1.929 -5.051 -3.620
C 0.577 -4.669 -3.093
C -0.308 -5.855 -2.776
O 0.794 -3.867 -1.913
H 2.555 -5.454 -2.830
H 2.397 -4.199 -4.115
H 1.840 -5.807 -4.408
H 0.022 -4.032 -3.799
H -0.402 -6.504 -3.649
H -1.313 -5.540 -2.484
H 0.123 -6.459 -1.970
H -0.001 -3.830 -1.363
O 0.338 -1.069 0.776
H -0.274 -1.819 0.746
H -0.203 -0.269 0.608
O -0.950 -3.559 0.249
H -0.460 -3.997 0.958
H -1.743 -4.093 0.119
O 1.565 -0.170 3.053
H 1.139 -0.639 2.297
H 2.430 -0.585 3.122

Summary:
relative energy (zero: lowest compared OMol25 entry of this formula, charge and spin) = 0.00 kJ/mol
highest occupied orbital energy = -8.4 eV
energy = -37831.8048 eV
gap between HOMO and LUMO = 8.3 eV



2.
Below is 9 unconnected molecules or ions with the total composition C17H52N8O9, with properties calculated with wB97M-V/def2-TZVPD.

Cartesian coordinates (Å):
N 2.603 -2.609 1.879
C 1.736 -2.164 0.966
N 1.075 -1.111 1.437
O 1.798 -2.451 -0.363
H 3.302 -3.318 1.574
H 2.275 -2.827 2.832
H 0.386 -0.574 0.831
H 0.839 -0.901 2.482
N -4.253 0.893 -1.505
C -4.389 1.280 -2.766
N -5.466 1.028 -3.374
O -3.332 1.870 -3.537
H -3.321 1.040 -1.141
H -4.974 0.559 -0.865
H -5.418 0.941 -4.382
H -6.324 0.580 -3.008
N 2.820 1.054 1.785
C 4.049 0.882 2.023
N 4.299 -0.380 2.266
O 4.960 1.925 2.163
H 2.609 2.035 1.543
H 2.219 0.226 1.628
H 5.314 -0.623 2.146
H 3.668 -1.138 1.995
N 0.656 -0.795 4.037
C 0.408 0.374 4.535
N 1.307 1.278 4.250
O -0.650 0.671 5.420
H -0.011 -1.630 4.201
H 1.689 -0.970 3.792
H 1.324 2.180 4.678
H 1.955 1.173 3.426
C 4.564 -0.523 -1.545
C 4.165 0.183 -2.813
C 4.199 1.718 -2.711
O 4.904 -0.175 -3.765
H 4.532 -1.609 -1.732
H 3.970 -0.098 -0.748
H 5.617 -0.433 -1.374
H 3.168 -0.138 -3.127
H 5.182 2.067 -2.433
H 3.739 2.193 -1.818
H 3.961 2.276 -3.543
H 4.603 0.278 -4.547
C -3.149 2.342 3.469
C -2.788 1.132 2.630
C -3.253 -0.276 3.238
O -3.082 1.100 1.389
H -2.897 3.141 2.899
H -2.665 2.448 4.477
H -4.247 2.411 3.634
H -1.692 1.134 2.553
H -4.269 -0.396 3.404
H -2.664 -0.466 4.105
H -2.913 -1.047 2.501
H -3.953 0.744 1.248
C -0.532 -0.661 -4.180
C -1.580 -1.111 -3.149
C -2.718 -1.884 -3.837
O -1.072 -1.916 -2.338
H -0.724 0.331 -4.398
H -0.460 -1.265 -5.034
H 0.408 -0.577 -3.688
H -1.942 -0.273 -2.585
H -3.035 -1.124 -4.540
H -3.533 -2.070 -3.117
H -2.477 -2.758 -4.443
H -0.495 -1.445 -1.754
C 0.021 2.276 0.313
C -0.267 1.172 -0.702
C 1.060 0.702 -1.201
O -0.819 0.144 -0.227
H 0.561 2.175 1.203
H -0.916 2.836 0.537
H 0.776 3.013 -0.110
H -0.832 1.666 -1.533
H 1.831 0.713 -0.454
H 1.277 1.317 -2.157
H 1.218 -0.332 -1.578
H -1.533 0.480 0.346
C -1.898 -3.155 0.624
O -2.881 -2.676 -0.061
H -1.930 -2.620 1.516
H -0.883 -3.038 0.222
H -2.155 -4.230 0.797
H -2.618 -2.178 -0.826

Summary:
relative energy (zero: lowest compared OMol25 entry of this formula, charge and spin) = 1166.12 kJ/mol
highest occupied orbital energy = -9.2 eV
energy = -48813.4910 eV
gap between HOMO and LUMO = 9.0 eV



3.
Below is 9 unconnected molecules or ions with the total composition C17H52O17, with properties calculated with wB97M-V/def2-TZVPD.

Cartesian coordinates (Å):
O -5.239 1.346 3.109
C -4.481 0.790 2.044
C -3.145 1.441 1.903
O -2.711 1.037 0.574
H -4.895 1.111 3.993
H -4.537 -0.278 2.004
H -5.031 1.232 1.200
H -2.359 1.160 2.663
H -3.305 2.554 1.976
H -1.739 1.150 0.433
O -1.351 2.041 -2.902
C -2.625 2.652 -2.629
C -3.474 2.512 -3.853
O -3.498 1.183 -4.398
H -0.935 1.875 -2.050
H -2.993 2.128 -1.708
H -2.629 3.720 -2.300
H -3.271 3.176 -4.653
H -4.493 2.751 -3.623
H -2.558 0.930 -4.521
O 0.437 0.589 2.350
C 0.685 1.957 2.010
C 1.133 1.984 0.564
O 0.170 1.560 -0.371
H 0.004 0.113 1.614
H -0.144 2.603 2.236
H 1.569 2.317 2.625
H 2.011 1.415 0.572
H 1.319 3.038 0.334
H 0.450 0.676 -0.736
O 0.837 -2.638 3.224
C -0.233 -3.048 4.075
C -0.533 -1.971 5.090
O -1.143 -0.783 4.384
H 0.427 -2.210 2.482
H -1.110 -3.250 3.453
H 0.069 -4.031 4.369
H 0.397 -1.606 5.438
H -1.127 -2.328 5.904
H -0.430 -0.165 4.083
O 5.509 2.866 -1.048
C 4.465 1.956 -0.929
C 4.670 0.745 -1.802
O 5.954 0.107 -1.492
H 5.502 3.327 -1.872
H 4.497 1.624 0.122
H 3.511 2.434 -1.083
H 4.615 0.846 -2.902
H 3.978 -0.004 -1.537
H 6.597 0.811 -1.344
O 3.508 -2.624 3.223
C 3.958 -2.800 1.870
C 4.223 -1.522 1.141
O 2.974 -0.771 1.137
H 2.524 -2.604 3.265
H 4.833 -3.494 1.848
H 3.140 -3.329 1.352
H 4.537 -1.733 0.104
H 4.889 -0.871 1.623
H 2.671 -0.819 2.079
O 1.333 -0.822 -0.905
C 0.852 -2.200 -1.023
C -0.614 -2.188 -0.514
O -0.668 -1.683 0.859
H 1.981 -0.799 -0.134
H 0.897 -2.548 -2.079
H 1.512 -2.895 -0.462
H -1.114 -3.138 -0.630
H -1.034 -1.475 -1.168
H -1.595 -1.598 1.055
O -3.661 -2.199 0.285
C -3.958 -2.895 -0.945
C -4.433 -1.903 -2.022
O -3.200 -1.376 -2.596
H -3.173 -1.390 0.023
H -3.092 -3.486 -1.300
H -4.753 -3.639 -0.707
H -4.908 -1.108 -1.405
H -5.162 -2.257 -2.753
H -3.422 -0.666 -3.192
C 2.187 2.958 -4.505
O 2.092 2.927 -3.101
H 3.156 3.248 -4.805
H 1.976 1.931 -4.785
H 1.542 3.692 -4.959
H 1.185 2.629 -2.949

Summary:
relative energy (zero: lowest compared OMol25 entry of this formula, charge and spin) = 0.00 kJ/mol
highest occupied orbital energy = -10.1 eV
energy = -53275.6294 eV
gap between HOMO and LUMO = 10.7 eV



Please write out number 2 again, unchanged.
Below is 9 unconnected molecules or ions with the total composition C17H52N8O9, with properties calculated with wB97M-V/def2-TZVPD.

Cartesian coordinates (Å):
N 2.603 -2.609 1.879
C 1.736 -2.164 0.966
N 1.075 -1.111 1.437
O 1.798 -2.451 -0.363
H 3.302 -3.318 1.574
H 2.275 -2.827 2.832
H 0.386 -0.574 0.831
H 0.839 -0.901 2.482
N -4.253 0.893 -1.505
C -4.389 1.280 -2.766
N -5.466 1.028 -3.374
O -3.332 1.870 -3.537
H -3.321 1.040 -1.141
H -4.974 0.559 -0.865
H -5.418 0.941 -4.382
H -6.324 0.580 -3.008
N 2.820 1.054 1.785
C 4.049 0.882 2.023
N 4.299 -0.380 2.266
O 4.960 1.925 2.163
H 2.609 2.035 1.543
H 2.219 0.226 1.628
H 5.314 -0.623 2.146
H 3.668 -1.138 1.995
N 0.656 -0.795 4.037
C 0.408 0.374 4.535
N 1.307 1.278 4.250
O -0.650 0.671 5.420
H -0.011 -1.630 4.201
H 1.689 -0.970 3.792
H 1.324 2.180 4.678
H 1.955 1.173 3.426
C 4.564 -0.523 -1.545
C 4.165 0.183 -2.813
C 4.199 1.718 -2.711
O 4.904 -0.175 -3.765
H 4.532 -1.609 -1.732
H 3.970 -0.098 -0.748
H 5.617 -0.433 -1.374
H 3.168 -0.138 -3.127
H 5.182 2.067 -2.433
H 3.739 2.193 -1.818
H 3.961 2.276 -3.543
H 4.603 0.278 -4.547
C -3.149 2.342 3.469
C -2.788 1.132 2.630
C -3.253 -0.276 3.238
O -3.082 1.100 1.389
H -2.897 3.141 2.899
H -2.665 2.448 4.477
H -4.247 2.411 3.634
H -1.692 1.134 2.553
H -4.269 -0.396 3.404
H -2.664 -0.466 4.105
H -2.913 -1.047 2.501
H -3.953 0.744 1.248
C -0.532 -0.661 -4.180
C -1.580 -1.111 -3.149
C -2.718 -1.884 -3.837
O -1.072 -1.916 -2.338
H -0.724 0.331 -4.398
H -0.460 -1.265 -5.034
H 0.408 -0.577 -3.688
H -1.942 -0.273 -2.585
H -3.035 -1.124 -4.540
H -3.533 -2.070 -3.117
H -2.477 -2.758 -4.443
H -0.495 -1.445 -1.754
C 0.021 2.276 0.313
C -0.267 1.172 -0.702
C 1.060 0.702 -1.201
O -0.819 0.144 -0.227
H 0.561 2.175 1.203
H -0.916 2.836 0.537
H 0.776 3.013 -0.110
H -0.832 1.666 -1.533
H 1.831 0.713 -0.454
H 1.277 1.317 -2.157
H 1.218 -0.332 -1.578
H -1.533 0.480 0.346
C -1.898 -3.155 0.624
O -2.881 -2.676 -0.061
H -1.930 -2.620 1.516
H -0.883 -3.038 0.222
H -2.155 -4.230 0.797
H -2.618 -2.178 -0.826

Summary:
relative energy (zero: lowest compared OMol25 entry of this formula, charge and spin) = 1166.12 kJ/mol
highest occupied orbital energy = -9.2 eV
energy = -48813.4910 eV
gap between HOMO and LUMO = 9.0 eV



The highest gap between HOMO and LUMO belongs to which entry? C17H52O17